{"formula": "C4H8O2", "method": "wB97M-V/def2-TZVPD", "symbols": ["C", "C", "O", "H", "H", "H", "H", "C", "C", "O", "H", "H", "H", "H"], "xyz": [[0.9112, -1.7070, -2.0385], [1.0612, -1.0634, -0.8009], [1.7964, 0.0084, -0.6973], [0.3671, -2.6398, -2.0386], [1.3429, -1.2014, -2.8947], [0.6635, -1.4881, 0.1148], [1.6672, 0.5241, -1.5111], [-0.3312, 1.0364, 2.0183], [-1.4779, 1.3567, 1.4374], [-2.0011, 0.4460, 0.4982], [0.0368, 1.6283, 2.8433], [0.1751, 0.1498, 1.7003], [-2.2192, 2.0814, 1.7511], [-1.9920, 0.8687, -0.3825]], "atomic_forces_ev_per_a": [[-0.378, 0.583, 0.513], [0.702, 0.029, 0.159], [-1.619, -0.363, 0.275], [0.054, -0.081, -0.459], [-0.115, -0.493, -0.334], [0.320, 0.026, 0.180], [0.942, 0.309, -0.289], [-0.752, 1.016, 0.206], [-0.306, -1.504, -0.041], [0.603, 0.531, -0.814], [0.177, -0.094, -0.015], [0.358, -0.249, -0.001], [0.431, 0.427, -0.020], [-0.416, -0.136, 0.640]], "mulliken_spin": [0.495, 0.210, 0.203, 0.037, 0.030, 0.021, -0.005, 0.003, 0.002, 0.005, 0.000, -0.001, 0.000, -0.001], "gap_ev": [7.8, 4.0], "largest_force_ev_per_a": 1.68, "total_charge": 1, "e_tot_ev": -8361.2899, "s2": 0.756, "lumo_ev": [-5.29, -9.01], "de_lowest_kj_mol": 186.9, "e_homo_ev": [-13.069, -13.039], "spin_multiplicity": 2}

{"formula": "C4H8O2P", "method": "wB97M-V/def2-TZVPD", "symbols": ["C", "C", "C", "C", "O", "O", "P", "H", "H", "H", "H", "H", "H", "H", "H"], "xyz": [[-0.4004, 0.1305, -1.7229], [0.4445, 0.6086, -0.8713], [-0.3747, 0.2810, -3.2308], [0.0492, 0.3181, 3.0382], [-0.7999, -2.1534, 1.9372], [1.7112, -1.7849, 2.0296], [0.3063, -1.1890, 1.8955], [-1.1959, -0.5916, -1.3161], [1.2528, 1.2793, -0.9054], [-0.1021, -0.5333, -3.7577], [0.3736, 1.0607, -3.3651], [-1.2162, 0.7671, -3.6629], [-0.7226, 0.0017, 3.8511], [0.9616, 0.5571, 3.5782], [-0.2875, 1.2480, 2.5025]], "atomic_forces_ev_per_a": [[-2.143, -2.177, -0.525], [-0.415, -0.923, 2.734], [0.433, 3.822, 2.228], [-1.459, -0.317, 0.623], [-1.568, 0.113, -0.259], [-1.609, 1.655, -0.246], [3.261, 0.073, 0.313], [1.006, 0.938, -0.656], [1.002, 0.715, -0.544], [0.771, -2.970, -1.631], [0.547, -0.081, -0.426], [-1.358, -0.054, -0.245], [1.080, 0.556, -1.520], [0.292, -0.163, -0.204], [0.159, -1.187, 0.358]], "lowdin_charge": [-0.366, -0.039, -0.144, -0.240, -0.426, -0.472, 0.463, 0.080, -0.037, 0.014, 0.058, 0.042, 0.046, 0.000, 0.021], "gap_ev": [7.5, 6.0], "largest_force_ev_per_a": 4.45, "total_charge": -1, "e_tot_ev": -17660.1779, "lumo_ev": [3.85, 3.61], "de_lowest_kj_mol": 327.4, "e_homo_ev": [-3.677, -2.366]}

{"formula": "C4H8O2P", "method": "wB97M-V/def2-TZVPD", "symbols": ["C", "C", "C", "C", "O", "O", "P", "H", "H", "H", "H", "H", "H", "H", "H"], "xyz": [[1.1008, -0.8085, -0.3923], [0.0737, -0.1490, 0.0912], [1.1737, -2.3020, -0.5837], [-1.3807, 2.4289, 0.6728], [0.9107, 1.9225, 2.1222], [1.1913, 2.6547, -0.3144], [0.4110, 1.9405, 0.7260], [1.9793, -0.2548, -0.7022], [-0.8242, -0.6332, 0.4580], [2.1394, -2.6773, -0.2421], [1.0646, -2.5763, -1.6357], [0.3880, -2.7983, -0.0140], [-1.9329, 1.8624, 1.4140], [-1.4286, 3.4903, 0.9085], [-1.7818, 2.2548, -0.3188]], "atomic_forces_ev_per_a": [[0.121, -0.582, -0.380], [0.565, 3.301, 1.431], [-0.047, 0.153, -0.020], [0.885, 0.058, 0.108], [-0.237, -0.329, 0.549], [-0.039, -0.015, -0.627], [-1.068, -2.205, -0.959], [0.157, 0.140, 0.004], [-0.140, -0.255, -0.016], [0.047, -0.119, 0.012], [0.048, -0.078, -0.066], [-0.039, -0.065, -0.023], [-0.105, -0.103, 0.130], [-0.111, 0.135, 0.042], [-0.038, -0.038, -0.185]], "lowdin_charge": [-0.306, -0.121, -0.148, -0.222, -0.424, -0.425, 0.318, 0.078, 0.029, 0.054, 0.054, 0.056, 0.018, 0.020, 0.019], "gap_ev": 8.3, "largest_force_ev_per_a": 3.64, "total_charge": -1, "e_tot_ev": -17663.5710, "lumo_ev": 3.96, "de_lowest_kj_mol": 0.0, "smiles": "C/C=C/[P@@](C)(=O)[O-]", "e_homo_ev": -4.331}

{"formula": "C4H8O2S", "method": "wB97M-V/def2-TZVPD", "symbols": ["C", "C", "C", "C", "H", "H", "H", "H", "H", "H", "H", "H", "O", "O", "S"], "xyz": [[0.3287, 1.1094, 1.5993], [-0.4940, -0.0090, 0.8723], [-0.9218, -0.6609, -1.6159], [0.4936, -0.9344, -1.0170], [1.6767, 0.9969, 0.2230], [0.8372, 0.5947, 2.4660], [-0.3167, 1.9068, 1.9636], [-1.2035, -0.5028, 1.6700], [-0.9238, -0.3672, -2.6597], [-1.6025, -1.5034, -1.4384], [0.8238, -1.9095, -1.3425], [1.1733, -0.1839, -1.3168], [1.2420, 1.7174, 0.7402], [0.3412, -0.9668, 0.3643], [-1.4543, 0.7125, -0.5083]], "atomic_forces_ev_per_a": [[-0.302, -1.268, 0.361], [-1.677, 1.132, 2.295], [0.373, 0.282, 1.365], [-2.087, -0.906, -1.095], [-0.331, 0.933, 0.713], [-0.400, 0.543, -0.639], [-0.163, -0.155, 0.155], [1.236, 0.829, -1.488], [0.066, 0.135, -0.001], [0.359, 0.066, -0.246], [0.368, -0.291, 0.039], [0.831, 0.904, -0.596], [0.953, -0.755, -0.869], [0.935, -1.149, 0.491], [-0.161, -0.300, -0.484]], "lowdin_charge": [-0.277, -0.610, -0.385, -0.263, 0.090, 0.132, 0.115, 0.149, 0.075, 0.077, 0.124, 0.095, -0.077, -0.149, 0.902], "gap_ev": 9.6, "largest_force_ev_per_a": 3.06, "total_charge": 0, "e_tot_ev": -19206.9393, "lumo_ev": 0.81, "de_lowest_kj_mol": 140.8, "smiles": "OC[C@@H]1OCCS1", "e_homo_ev": -8.767}

{"formula": "C4H8O2Si", "method": "wB97M-V/def2-TZVPD", "symbols": ["C", "C", "C", "C", "O", "O", "Si", "H", "H", "H", "H", "H", "H", "H", "H"], "xyz": [[-2.5444, 1.0447, 0.2863], [-1.5245, 0.3068, -0.2727], [1.2312, -1.8207, 0.3877], [-0.2317, 0.9695, -0.7008], [2.9796, 0.4586, -0.7181], [2.5206, 0.7860, 0.6548], [1.2492, 0.0147, 0.0351], [-3.3408, 0.5717, 0.6401], [-2.3561, 2.0498, 0.5697], [-1.4590, -0.7375, -0.2888], [1.4093, -2.0997, 1.4531], [0.1795, -2.2980, 0.2813], [2.0921, -2.2678, -0.1186], [-0.1640, 1.9625, -0.4871], [-0.0410, 1.0594, -1.7221]], "atomic_forces_ev_per_a": [[5.357, -1.063, -2.004], [-0.867, 3.673, 0.907], [-1.964, -0.642, 1.344], [0.303, -3.131, 1.530], [-2.948, -1.142, -0.117], [0.399, 1.150, 2.114], [2.603, 0.240, -2.271], [-3.473, -1.795, 1.422], [-0.151, 0.921, -0.309], [-0.844, -1.489, -0.352], [0.113, 0.840, -0.425], [1.933, 0.488, -0.696], [-0.601, -0.121, -0.454], [0.063, 2.881, 1.516], [0.077, -0.813, -2.206]], "lowdin_charge": [0.049, -0.191, -0.157, -0.218, -0.235, -0.273, 0.668, 0.001, 0.056, 0.051, 0.045, 0.056, 0.038, 0.046, 0.063], "gap_ev": 9.2, "largest_force_ev_per_a": 5.82, "total_charge": 0, "e_tot_ev": -16246.5835, "lumo_ev": 0.27, "de_lowest_kj_mol": 354.6, "smiles": "C=CC[Si]1(C)OO1", "e_homo_ev": -8.978}

{"formula": "C4H8O2Tb", "method": "wB97M-V/def2-TZVPD", "symbols": ["C", "C", "C", "C", "O", "Tb", "H", "H", "H", "H", "H", "H", "H", "O", "H"], "xyz": [[1.6686, 0.2042, 0.6606], [0.8700, 0.1457, -0.5928], [-0.4801, -0.2054, -0.5769], [-1.3764, 0.4302, -1.4487], [-2.5802, 0.0699, -1.5959], [-4.6052, 0.2937, -2.9233], [2.6980, 0.5492, 0.4960], [1.2893, 1.0264, 1.2858], [1.9002, -0.9164, 0.1161], [1.1814, 0.8717, -1.3524], [-0.8392, -1.0316, 0.0408], [-0.9952, 1.2470, -2.0843], [-0.0468, -1.2494, 2.1113], [0.7726, -1.0443, 2.5959], [0.5431, -0.3910, 3.2676]], "atomic_forces_ev_per_a": [[1.635, -0.148, -2.292], [-3.751, 2.091, 0.579], [2.419, -1.128, 0.686], [-1.567, -0.184, -1.972], [0.496, 0.752, -0.218], [0.392, -0.161, 0.439], [0.420, -0.411, 0.158], [-0.540, -1.215, 0.838], [-0.210, 0.666, 1.969], [0.629, -0.533, -0.290], [-0.063, 0.407, 0.044], [-0.069, -0.098, 0.249], [0.063, -0.148, 0.613], [0.205, -0.186, -1.255], [-0.059, 0.295, 0.452]], "mulliken_spin": [0.368, -0.050, 0.116, 0.085, 0.133, 4.839, 0.039, -0.004, 0.124, 0.043, 0.000, 0.030, -0.018, 0.301, -0.007], "gap_ev": [8.7, 6.6], "largest_force_ev_per_a": 4.33, "total_charge": 3, "e_tot_ev": -30769.6807, "s2": 13.045, "lumo_ev": [-12.74, -14.76], "e_homo_ev": [-21.476, -21.374], "spin_multiplicity": 7}

{"formula": "C4H8O3", "method": "wB97M-V/def2-TZVPD", "symbols": ["C", "O", "C", "O", "C", "C", "O", "H", "H", "H", "H", "H", "H", "H", "H"], "xyz": [[-2.1983, -0.1797, 0.1261], [-0.8838, 0.3635, 0.2715], [-0.2628, 1.2888, -1.6800], [-1.2296, 1.1043, -2.2578], [0.3031, -0.3163, 0.7123], [1.6526, 0.0492, -0.0014], [2.6536, -0.5429, 0.8226], [-2.2829, -1.0395, -0.5570], [-2.6818, -0.4350, 1.0797], [-2.8029, 0.6220, -0.3255], [0.4682, -0.0174, 1.7515], [0.2049, -1.4061, 0.6602], [1.7299, -0.3545, -1.0232], [1.8094, 1.1334, -0.0693], [3.5204, -0.2698, 0.4905]], "atomic_forces_ev_per_a": [[0.085, -0.084, 0.075], [0.286, 0.134, 0.008], [-1.073, 0.217, -1.410], [1.002, 0.305, 0.359], [0.021, -0.185, 0.231], [-0.520, 0.140, -0.148], [0.074, 0.013, -0.005], [0.432, 0.086, 0.214], [0.409, -0.011, -0.035], [0.358, -0.192, 0.178], [-0.049, -0.262, 0.044], [-0.168, 0.094, 0.028], [-0.258, 0.047, 0.235], [-0.259, -0.189, 0.113], [-0.341, -0.112, 0.112]], "lowdin_charge": [-0.098, -0.297, 0.052, 0.053, -0.165, -0.276, -0.082, 0.092, 0.088, 0.085, 0.123, 0.128, 0.104, 0.101, 0.091], "gap_ev": 10.8, "largest_force_ev_per_a": 1.78, "total_charge": 0, "e_tot_ev": -10418.1786, "lumo_ev": 0.85, "de_lowest_kj_mol": 272.6, "e_homo_ev": -9.903}

{"formula": "C4H8O3", "method": "wB97M-V/def2-TZVPD", "symbols": ["C", "C", "C", "C", "O", "O", "O", "H", "H", "H", "H", "H", "H", "H", "H"], "xyz": [[0.0328, 0.2273, 0.2694], [-1.3074, -0.1106, -0.1703], [0.5584, 1.6213, 0.0628], [0.6987, -1.0140, -0.8643], [0.2965, -0.3059, 1.5382], [-2.0517, -0.8887, 0.5923], [1.2850, -1.8964, -0.1731], [0.9470, -1.0363, 1.3220], [-1.4757, -1.1095, 1.3648], [-1.8403, 0.4152, -0.9528], [-0.4079, -1.2913, -1.2821], [1.1678, -0.5291, -1.7370], [1.6346, 1.6338, 0.2458], [0.3745, 1.9532, -0.9628], [0.0878, 2.3310, 0.7469]], "atomic_forces_ev_per_a": [[-0.207, -0.098, -0.117], [0.414, 0.289, 2.037], [-0.039, 0.058, -0.175], [-2.006, -0.412, -0.112], [-0.096, 0.004, -0.641], [0.827, 0.390, -0.892], [-0.050, 0.217, 0.244], [-0.101, -0.166, -0.049], [0.043, 0.041, -0.061], [0.165, -0.340, -0.326], [1.128, -0.454, -0.352], [-0.060, 0.515, 0.454], [-0.081, -0.043, -0.061], [0.037, 0.014, 0.050], [0.026, -0.016, 0.000]], "lowdin_charge": [-0.487, -0.059, -0.017, -0.330, -0.024, 0.121, -0.128, 0.101, 0.142, 0.160, 0.122, 0.130, 0.095, 0.087, 0.086], "gap_ev": 8.3, "largest_force_ev_per_a": 2.10, "total_charge": 0, "e_tot_ev": -10416.9740, "lumo_ev": -0.33, "de_lowest_kj_mol": 388.8, "e_homo_ev": -8.583}

{"formula": "C4H8O3", "method": "wB97M-V/def2-TZVPD", "symbols": ["C", "O", "C", "O", "C", "C", "O", "H", "H", "H", "H", "H", "H", "H", "H"], "xyz": [[1.7145, 1.7375, 1.0172], [0.8262, 0.6373, 1.0819], [-0.1849, 0.8002, 0.1893], [-0.0299, 0.5477, -1.1673], [-1.0203, -0.2728, -0.3106], [-0.6468, -1.7114, -0.6257], [-1.8127, -2.5249, -0.5669], [1.1816, 2.6962, 1.1247], [2.4051, 1.6037, 1.8431], [2.2492, 1.7459, 0.0611], [-2.1138, -0.0946, -0.1859], [-0.7406, 1.7312, 0.2935], [-0.2208, -1.6026, -1.6263], [0.1220, -2.0369, 0.0682], [-1.7288, -3.2564, -1.1962]], "atomic_forces_ev_per_a": [[0.268, 0.192, 0.033], [0.126, -0.122, -0.261], [-0.486, -0.104, 0.572], [-1.478, -0.129, -0.002], [0.285, -0.001, -0.489], [-0.105, 0.600, 0.444], [0.202, -0.128, -0.223], [0.052, -0.251, 0.054], [0.153, 0.147, -0.036], [0.028, -0.006, 0.144], [0.722, 0.142, -1.216], [0.106, 0.328, 0.583], [-0.117, -0.657, 0.035], [0.189, -0.349, 0.070], [0.055, 0.338, 0.294]], "lowdin_charge": [-0.077, -0.074, -0.443, 0.012, -0.092, -0.201, -0.061, 0.095, 0.090, 0.096, 0.158, 0.155, 0.127, 0.123, 0.092], "gap_ev": 10.8, "largest_force_ev_per_a": 1.48, "total_charge": 0, "e_tot_ev": -10417.5003, "lumo_ev": 0.93, "de_lowest_kj_mol": 338.0, "smiles": "CO[C@H]1O[C@H]1CO", "e_homo_ev": -9.867}

{"formula": "C4H8O3", "method": "wB97M-V/def2-TZVPD", "symbols": ["O", "C", "O", "C", "C", "C", "O", "H", "H", "H", "H", "H", "H", "H", "H"], "xyz": [[0.4788, 2.3329, 0.2001], [-0.4432, 1.4962, 0.3549], [-1.8603, 1.5582, 0.2764], [-0.0154, 0.0088, 0.7049], [1.1732, -0.5853, -0.0517], [0.8794, -1.8500, -0.8918], [-0.2081, -2.5025, -0.3782], [-2.0318, 2.4929, -0.0013], [-0.9468, -0.4587, 0.6821], [0.4420, 0.0696, 1.7388], [1.6773, 0.1578, -0.8071], [1.9533, -0.8935, 0.6983], [0.9874, -1.6005, -1.8980], [1.7900, -2.4713, -0.8427], [-0.7179, -2.8225, -1.0542]], "atomic_forces_ev_per_a": [[-4.599, -1.463, 0.145], [3.376, -0.960, -0.009], [2.947, 2.128, -0.447], [1.195, 2.979, 1.049], [1.665, 0.381, -1.422], [2.752, 0.619, 1.860], [0.552, 0.332, 2.067], [-0.170, -0.808, 0.329], [-0.940, -1.774, 0.157], [-1.412, 0.139, -0.736], [-0.907, -1.010, 1.783], [-0.717, 0.619, -0.733], [-1.524, 0.442, -2.163], [-0.131, -0.239, 0.586], [-2.089, -1.386, -2.465]], "lowdin_charge": [0.046, -0.389, 0.054, -0.101, -0.163, -0.304, -0.003, 0.127, 0.075, 0.139, 0.147, 0.115, 0.090, 0.114, 0.052], "gap_ev": 10.9, "largest_force_ev_per_a": 4.83, "total_charge": 0, "e_tot_ev": -10418.8013, "lumo_ev": 0.62, "de_lowest_kj_mol": 212.5, "smiles": "O=C(O)CCCO", "e_homo_ev": -10.236}

{"formula": "C4H8O3", "method": "wB97M-V/def2-TZVPD", "symbols": ["C", "C", "O", "O", "H", "H", "H", "H", "C", "C", "O", "H", "H", "H", "H"], "xyz": [[-1.8561, 0.5945, 0.9351], [-1.0635, -0.0062, -0.1925], [-1.7498, -0.9899, -0.8288], [-0.2656, 0.7141, -0.8946], [-1.3192, -1.1018, -1.6933], [-2.5083, 1.3670, 0.5209], [-1.1744, 1.0652, 1.6433], [-2.4670, -0.1595, 1.4319], [2.1865, -0.3656, -0.6220], [1.2125, 0.1348, 0.4058], [1.4421, 0.8717, 1.3281], [0.2647, -0.7055, 0.5656], [1.6755, -0.8923, -1.4255], [2.7123, 0.4973, -1.0340], [2.9102, -1.0236, -0.1400]], "atomic_forces_ev_per_a": [[0.622, -0.670, 0.806], [-0.787, 3.233, -3.818], [0.849, -0.100, 0.644], [-1.833, -1.326, 0.871], [-0.045, 0.046, 0.117], [0.201, -0.155, -0.207], [-0.036, 0.005, 0.005], [0.061, 0.078, 0.005], [-0.304, 0.555, -0.629], [-0.382, -2.304, 2.835], [-0.336, -0.012, -1.191], [2.044, 0.689, 0.362], [0.074, 0.006, 0.065], [0.036, -0.094, -0.030], [-0.163, 0.048, 0.164]], "lowdin_charge": [0.024, -0.565, 0.102, -0.040, 0.133, 0.107, 0.089, 0.092, -0.022, -0.400, 0.064, 0.155, 0.077, 0.095, 0.092], "gap_ev": 9.8, "largest_force_ev_per_a": 5.06, "total_charge": 0, "e_tot_ev": -10418.2665, "lumo_ev": 0.36, "de_lowest_kj_mol": 264.1, "smiles": "CC(=O)O.CC=O", "e_homo_ev": -9.445}

{"formula": "C4H8O3", "method": "wB97M-V/def2-TZVPD", "symbols": ["C", "O", "C", "O", "C", "C", "O", "H", "H", "H", "H", "H", "H", "H", "H"], "xyz": [[2.5781, -0.5132, 0.4105], [1.2401, -0.8196, 0.7897], [0.2883, -0.1965, 0.0775], [0.5826, 0.5435, -0.8824], [-1.0582, -0.3757, 0.5352], [-2.0348, -0.0255, -0.5167], [-1.8189, 1.5217, -0.4765], [2.7636, 0.5624, 0.4617], [3.2150, -1.0385, 1.1217], [2.7835, -0.8532, -0.6074], [-1.2847, -1.1047, 1.3026], [-1.4267, 1.2192, 0.5319], [-1.8245, -0.2849, -1.5582], [-3.0817, -0.1854, -0.2617], [-0.9216, 1.5504, -0.9280]], "atomic_forces_ev_per_a": [[0.304, 0.046, -0.038], [-0.103, 0.030, -0.038], [-0.134, 0.148, -0.051], [-0.099, -0.181, 0.225], [0.058, -0.360, -0.108], [-0.071, 0.094, 0.005], [0.142, -0.082, 0.171], [-0.035, -0.112, 0.006], [-0.072, 0.043, -0.089], [-0.029, 0.026, 0.124], [0.038, 0.056, -0.117], [-0.044, 0.327, -0.299], [0.018, -0.025, 0.177], [0.185, 0.025, -0.035], [-0.158, -0.034, 0.069]], "lowdin_charge": [-0.061, -0.040, -0.547, -0.001, -0.113, -0.128, -0.008, 0.093, 0.091, 0.094, 0.099, 0.171, 0.120, 0.119, 0.111], "gap_ev": 9.3, "largest_force_ev_per_a": 0.45, "total_charge": 0, "e_tot_ev": -10417.6783, "lumo_ev": 0.86, "de_lowest_kj_mol": 320.8, "e_homo_ev": -8.426}